Record 1
The following is a quantum chemistry calculation of a 2-piece molecular cluster, H3N2OS overall, from the Open Molecules 2025 dataset.

Positions of all 7 atoms, in Å:
S -3.447 -1.810 -5.637
O 1.947 -0.346 1.521
N 1.560 1.598 2.846
N 1.302 0.651 1.860
H 2.520 1.468 3.288
H -4.397 -2.633 -5.149
H 0.516 1.072 1.271

Results
LUMO energy (spin up / spin down) ... 1.325 / 1.324 eV
Charge ... -1
Max |F| ... 0.0997 hartree/bohr
Spin multiplicity ... 1



Record 2
The following is a quantum chemistry calculation of a 2-piece molecular cluster, C6H9N2O2 overall, from the Open Molecules 2025 dataset.

Positions of all 19 atoms, in Å:
O -1.172 -1.980 0.273
O -1.453 -3.027 2.221
N -0.140 0.064 -0.830
N 0.207 1.913 -2.051
C -1.025 -2.087 1.539
C -0.473 -0.926 2.385
C 2.245 2.859 -0.911
C -0.544 0.818 -1.872
C 1.005 0.662 -0.386
C 1.225 1.786 -1.153
H -1.431 0.672 -2.466
H -0.198 -1.181 3.411
H 2.868 2.933 -1.819
H -0.491 -0.902 -0.299
H 2.878 2.636 -0.031
H 1.756 0.275 0.272
H -1.380 -0.294 2.380
H 1.869 3.830 -0.579
H 0.389 -0.447 1.923

Results
LUMO energy ... 3.696 eV
Charge ... -1
Max |F| ... 0.0310 hartree/bohr
Spin multiplicity ... 1



Record 3
The following is a quantum chemistry calculation of a 2-piece molecular cluster, CH4NS overall, from the Open Molecules 2025 dataset.

Positions of all 7 atoms, in Å:
S 1.743 -0.293 -1.258
N -0.528 -0.222 1.494
C -1.017 0.582 0.638
H -0.080 -0.929 0.898
H -1.745 1.376 0.819
H 2.259 -1.096 -2.201
H -0.632 0.581 -0.391

Results
LUMO energy ... 4.420 eV
Charge ... -1
Max |F| ... 0.0310 hartree/bohr
Spin multiplicity ... 1



Record 4
The following is a quantum chemistry calculation of C3HCdO2 as an isolated structure, from the Open Molecules 2025 dataset.

Positions of all 7 atoms, in Å:
Cd 0.304 -1.112 -2.227
O 1.068 -0.196 -0.711
O -2.230 -0.561 -0.098
C 1.241 0.566 0.313
C 0.643 0.987 1.315
C -1.583 -1.029 -0.917
H 0.558 1.346 2.325

Results
LUMO energy (spin up / spin down) ... -8.108 / -8.112 eV
Charge ... +1
Max |F| ... 0.0768 hartree/bohr
Spin multiplicity ... 1



Record 5
The following is a quantum chemistry calculation of C36H45FN4ReS as an isolated structure, from the Open Molecules 2025 dataset.

Positions of all 88 atoms, in Å:
Re 13.426 10.909 9.253
S 15.220 10.596 5.044
F 12.112 10.086 8.094
N 17.780 9.224 13.362
N 14.576 10.305 7.505
N 15.289 11.183 10.130
N 17.136 9.917 11.052
C 13.607 12.295 6.619
C 18.933 6.480 8.524
C 13.158 12.536 7.963
C 12.657 13.228 11.787
C 16.888 6.196 9.904
C 11.422 14.180 11.757
C 16.639 8.253 5.309
C 17.434 6.192 8.466
C 14.420 11.125 6.494
C 12.359 8.215 11.362
C 12.096 7.276 10.152
C 9.269 9.720 10.224
C 11.758 7.755 12.685
C 12.367 14.211 5.810
C 17.459 9.672 12.329
C 12.314 11.905 11.121
C 11.983 14.459 7.112
C 15.438 9.225 7.229
C 8.749 8.572 11.040
C 12.830 12.925 13.286
C 10.969 11.587 10.629
C 11.937 9.641 11.134
C 16.014 8.282 8.060
C 13.927 13.910 11.227
C 10.681 10.272 10.651
C 17.103 7.260 6.201
C 9.225 9.261 8.729
C 16.806 7.257 7.554
C 8.222 10.818 10.430
C 12.854 10.640 11.452
C 13.912 8.073 11.499
C 16.151 10.600 10.692
C 17.199 4.818 7.853
C 15.785 9.178 5.893
C 12.315 13.605 8.146
C 13.145 13.076 5.570
H 9.876 8.447 8.477
H 11.890 13.715 9.123
H 19.145 7.485 9.028
H 15.832 8.376 9.116
H 17.449 5.457 10.527
H 10.664 13.970 12.508
H 12.925 13.824 13.900
H 10.952 14.303 10.767
H 14.084 14.825 11.801
H 8.424 11.716 9.836
H 14.160 7.010 11.539
H 11.937 6.690 12.774
H 11.098 6.952 10.074
H 16.915 8.377 4.271
H 8.330 11.134 11.489
H 8.346 8.882 11.996
H 11.731 15.205 11.962
H 12.350 7.822 9.260
H 17.753 4.129 8.458
H 13.442 12.774 4.560
H 12.055 14.716 4.926
H 7.227 10.516 10.123
H 19.426 5.640 8.983
H 17.591 4.732 6.859
H 17.737 6.528 5.757
H 13.797 10.454 11.970
H 14.348 8.487 10.597
H 9.477 7.694 11.170
H 7.914 8.063 10.514
H 14.338 8.510 12.390
H 12.322 8.169 13.515
H 8.205 9.053 8.415
H 19.231 6.506 7.469
H 16.126 4.582 7.800
H 14.830 13.280 11.421
H 13.720 12.273 13.423
H 10.688 8.011 12.724
H 10.332 12.399 10.280
H 9.577 10.094 8.171
H 11.277 15.242 7.270
H 11.929 12.330 13.653
H 16.838 7.174 10.340
H 12.703 6.410 10.226
H 13.768 14.065 10.162
H 15.873 5.796 9.884

Results
LUMO energy (spin up / spin down) ... -0.608 / -1.154 eV
Max |F| ... 0.0549 hartree/bohr
⟨S²⟩ ... 3.78
Spin multiplicity ... 4



Record 6
The following is a quantum chemistry calculation of a single C13H27N2O3PS molecule, from the Open Molecules 2025 dataset.

Positions of all 47 atoms, in Å:
S 2.642 0.074 -0.069
P 1.197 1.435 -0.266
O 1.471 0.451 3.068
O -0.243 0.915 0.402
O -0.752 0.762 3.601
N 0.982 1.874 -2.027
N 1.669 2.914 0.494
C -0.377 -1.031 1.966
C 3.095 3.058 1.021
C 0.596 -2.290 2.299
C -0.355 -0.457 0.533
C 0.358 3.113 -2.547
C 2.195 1.585 -2.745
C 1.951 0.507 4.374
C -1.314 -0.457 -1.804
C -1.893 -1.532 2.388
C 0.575 3.474 1.318
C -0.813 -1.100 -0.643
C 0.082 0.138 3.023
C -0.790 -2.585 -0.757
H -2.263 -2.568 2.093
H -0.756 3.024 -2.453
H 0.804 4.084 -2.270
H -1.879 -1.485 3.536
H 3.018 2.178 -2.370
H 2.107 1.672 -3.797
H -1.604 -3.078 -0.222
H 1.712 1.435 4.807
H 0.123 -3.283 2.176
H -0.652 -0.423 -2.727
H 0.423 3.090 -3.637
H 1.411 -0.251 5.022
H -1.576 0.641 -1.618
H -2.233 -1.022 -2.059
H 1.012 -2.156 3.280
H -2.675 -0.827 2.053
H -0.264 3.794 0.670
H 0.255 2.816 2.227
H 0.170 -3.020 -0.423
H 3.196 2.654 2.045
H 3.844 2.386 0.581
H -0.837 -2.832 -1.824
H 0.905 4.384 1.735
H 3.013 0.443 4.492
H 3.410 4.047 0.994
H 2.588 0.615 -2.591
H 1.343 -2.293 1.521

Results
LUMO energy ... 0.735 eV
Max |F| ... 0.1140 hartree/bohr
Spin multiplicity ... 1



Record 7
The following is a quantum chemistry calculation of C35H37BrCoP2 as an isolated structure, from the Open Molecules 2025 dataset.

Positions of all 76 atoms, in Å:
Br -0.204 -1.536 1.280
Co -0.816 -0.234 -0.524
P -1.353 1.278 -1.894
P -0.439 -1.819 -1.936
C -4.007 -2.964 -4.823
C -4.618 -0.041 -5.137
C -3.225 -5.073 -0.138
C -1.174 4.020 -2.403
C -1.225 -4.486 -1.383
C -3.593 -3.728 -0.110
C 1.393 -3.092 -3.582
C -2.798 -2.759 -0.728
C 0.092 1.362 0.497
C 1.175 -2.579 -2.294
C -3.191 -0.953 -7.009
C -3.513 -0.016 -5.888
C -0.480 2.806 -2.305
C 3.408 -3.266 -1.655
C 0.907 2.748 -2.535
C 2.606 -3.717 -3.891
C 3.616 -3.806 -2.929
C -3.019 1.681 -1.250
C 0.911 5.138 -2.932
C -4.085 1.652 -2.157
C -2.763 -2.890 -5.308
C -1.596 -3.135 -1.355
C -5.241 -2.513 -5.567
C -2.399 -2.234 -6.620
C -1.432 0.313 -3.392
C 1.599 3.924 -2.838
C -5.376 1.967 -1.730
C -5.600 2.302 -0.385
C -4.541 2.287 0.528
C -1.062 -0.997 -3.409
C -5.692 -1.066 -5.237
C -0.472 5.181 -2.720
C 2.195 -2.653 -1.335
C -2.043 -5.450 -0.786
C -3.250 1.958 0.104
H -1.330 -1.973 -6.611
H 2.678 3.883 -3.004
H -6.260 -1.109 -4.299
H -4.510 -3.427 0.400
H 1.454 6.050 -3.173
H -4.722 2.532 1.574
H -6.200 1.957 -2.448
H 2.755 -4.137 -4.887
H -0.294 -4.783 -1.862
H -3.079 -1.707 -0.683
H -1.758 -6.500 -0.826
H -1.142 -1.599 -4.319
H -3.882 1.347 -3.178
H -6.604 2.564 -0.055
H -0.022 2.407 0.131
H -4.098 -1.239 -7.563
H 4.202 -3.333 -0.911
H -2.797 0.807 -5.802
H -4.900 0.821 -4.544
H -1.957 -3.440 -4.801
H 1.161 1.075 0.447
H -2.532 -2.985 -7.419
H -2.429 1.889 0.817
H -1.012 6.125 -2.803
H -4.208 -3.433 -3.842
H -1.730 0.852 -4.288
H -3.860 -5.822 0.337
H -2.542 -0.397 -7.705
H 0.622 -2.996 -4.341
H -6.057 -3.192 -5.262
H 2.027 -2.242 -0.344
H -5.096 -2.618 -6.654
H -0.276 1.285 1.538
H -6.400 -0.747 -6.018
H 1.429 1.794 -2.467
H -2.245 4.042 -2.226
H 4.561 -4.298 -3.175

Results
LUMO energy (spin up / spin down) ... 0.166 / 0.194 eV
Max |F| ... 0.0779 hartree/bohr
⟨S²⟩ ... 3.78
Spin multiplicity ... 4



Record 8
The following is a quantum chemistry calculation of a single CH4IO2PS molecule, from the Open Molecules 2025 dataset.

Positions of all 10 atoms, in Å:
I 2.434 1.084 -0.197
S 0.719 -0.666 0.262
P 1.144 -2.516 -0.603
O -0.567 0.029 -0.453
O 0.565 -0.673 1.646
C -1.320 1.001 0.198
H 1.645 -1.807 -1.757
H -0.814 1.763 0.763
H -1.904 0.261 0.822
H -1.902 1.524 -0.682

Results
LUMO energy ... -1.531 eV
Max |F| ... 0.0771 hartree/bohr
Spin multiplicity ... 1



The evaluated ΔE to the lowest compared entry with this formula, charge and spin for the records listed, in turn: 2.334, 0.629, 0.261, 2.300, 0.404, 2.794, 0.000, 2.456 eV.